123
Properties=species:S:1:pos:R:3:lowdin_charge:R:1 method="wB97M-V/def2-TZVPD" largest_force_ha_per_bohr=0.007 multiplicity=1 mol_weight_g_mol=946.89 homo_lumo_gap_ev=8.465 charge=0 total_energy_ev=-108019.600 e_lumo_ev=-1.52 e_homo_ev=-10.0
C -1.382 -1.971 3.231 -0.127
S -2.222 -0.790 2.227 0.633
O -2.096 0.510 2.827 -0.298
O -3.525 -1.296 1.911 -0.292
C -1.192 -0.784 0.756 -0.162
C 0.058 -0.347 0.880 0.054
C 0.983 -0.410 -0.284 -0.330
O 2.172 -0.548 -0.111 0.127
C 0.370 -0.400 -1.645 -0.134
C 1.201 0.016 -2.825 -0.108
C 1.045 1.505 -3.182 -0.033
C 1.914 2.478 -2.399 -0.414
F 2.804 3.076 -3.243 0.108
F 2.651 1.865 -1.449 0.135
C 1.104 3.632 -1.734 -0.346
F 0.835 4.534 -2.703 0.141
F -0.064 3.151 -1.261 0.151
C 1.819 4.344 -0.555 -0.337
F 1.865 3.505 0.487 0.171
F 3.077 4.621 -0.940 0.160
C 1.097 5.668 -0.087 -0.330
F 0.867 5.622 1.231 0.175
F -0.098 5.763 -0.701 0.146
C 1.855 6.994 -0.384 -0.340
F 0.945 7.985 -0.319 0.162
F 2.340 6.946 -1.632 0.161
C 2.995 7.348 0.627 -0.537
F 3.882 8.137 0.021 0.189
F 2.489 7.988 1.677 0.190
F 3.621 6.249 1.057 0.185
C -0.887 -0.836 -1.754 0.084
C -1.681 -1.271 -0.579 -0.345
O -2.627 -2.008 -0.699 0.137
H -1.415 -2.934 2.725 0.063
H -1.872 -2.001 4.202 0.063
H -0.340 -1.678 3.339 0.069
H 0.468 0.015 1.816 0.137
H 2.240 -0.275 -2.693 0.125
H 0.834 -0.530 -3.694 0.115
H 1.325 1.609 -4.230 0.107
H -0.009 1.770 -3.114 0.134
H -1.363 -0.953 -2.721 0.142
C -3.648 7.775 0.495 -0.091
C -2.716 7.597 1.679 -0.322
O -2.144 6.298 1.725 -0.078
H -4.444 7.031 0.524 0.075
H -4.098 8.769 0.496 0.072
H -3.104 7.651 -0.445 0.069
H -3.262 7.713 2.615 0.111
H -1.927 8.358 1.658 0.107
H -1.628 6.170 0.926 0.041
C 2.176 1.289 -8.475 -0.082
C 2.328 1.343 -6.969 -0.311
O 1.500 0.385 -6.308 -0.089
H 1.137 1.455 -8.759 0.079
H 2.794 2.050 -8.954 0.078
H 2.480 0.312 -8.860 0.067
H 2.014 2.316 -6.591 0.096
H 3.374 1.195 -6.682 0.114
H 1.756 -0.492 -6.610 0.074
C 1.768 -6.449 1.939 -0.088
C 0.859 -5.332 1.467 -0.314
O 0.188 -4.687 2.549 -0.092
H 1.200 -7.190 2.502 0.077
H 2.246 -6.944 1.092 0.074
H 2.554 -6.060 2.591 0.074
H 0.070 -5.724 0.826 0.115
H 1.427 -4.595 0.887 0.100
H 0.859 -4.324 3.135 0.084
C -5.087 -1.139 5.191 -0.071
C -4.296 -2.129 6.021 -0.324
O -3.384 -1.491 6.916 -0.086
H -4.417 -0.495 4.622 0.065
H -5.738 -1.663 4.490 0.083
H -5.710 -0.503 5.825 0.077
H -3.682 -2.759 5.376 0.094
H -4.972 -2.788 6.579 0.101
H -3.898 -0.933 7.510 0.090
C 1.134 7.144 -4.937 -0.085
C 0.630 6.119 -5.935 -0.316
O 1.616 5.132 -6.227 -0.086
H 2.030 7.638 -5.313 0.080
H 0.377 7.900 -4.726 0.078
H 1.395 6.650 -3.999 0.044
H 0.386 6.588 -6.888 0.110
H -0.279 5.638 -5.558 0.108
H 1.854 4.701 -5.399 0.058
C 3.727 -3.902 -1.887 -0.077
C 2.307 -3.557 -2.294 -0.313
O 2.248 -2.917 -3.563 -0.085
H 4.343 -3.002 -1.863 0.079
H 3.749 -4.365 -0.899 0.066
H 4.173 -4.599 -2.600 0.073
H 1.874 -2.852 -1.584 0.089
H 1.681 -4.457 -2.298 0.113
H 2.610 -3.519 -4.224 0.055
C -1.273 -3.032 9.592 -0.083
C -2.328 -4.098 9.808 -0.314
O -3.625 -3.649 9.409 -0.092
H -1.518 -2.132 10.159 0.076
H -0.288 -3.384 9.904 0.073
H -1.223 -2.757 8.537 0.069
H -2.408 -4.360 10.862 0.114
H -2.066 -5.004 9.256 0.092
H -3.564 -3.376 8.484 0.047
C 3.637 -3.575 -8.513 -0.089
C 3.799 -3.556 -7.006 -0.317
O 2.990 -4.541 -6.362 -0.085
H 2.593 -3.421 -8.787 0.077
H 4.241 -2.795 -8.978 0.075
H 3.954 -4.536 -8.924 0.074
H 3.473 -2.600 -6.596 0.101
H 4.849 -3.694 -6.730 0.113
H 3.259 -5.407 -6.683 0.086
C -4.864 -5.906 5.776 -0.089
C -4.041 -6.890 6.585 -0.313
O -3.133 -6.230 7.462 -0.093
H -4.208 -5.252 5.200 0.067
H -5.536 -6.421 5.087 0.075
H -5.469 -5.280 6.436 0.068
H -3.425 -7.505 5.930 0.111
H -4.694 -7.559 7.155 0.110
H -3.652 -5.692 8.074 0.053